No. 1
{
  "formula": "C15H39AgN3O6",
  "method": "ωB97M-V/def2-TZVPD",
  "orbital_gap_ha": [0.282, 0.223],
  "multiplicity": 2,
  "e_homo_ev": [-7.260, -7.230],
  "symbols": ["Ag", "C", "O", "H", "H", "H", "C", "C", "O", "O", "H", "H", "H", "C", "C", "C", "O", "C", "N", "H", "H", "H", "H", "H", "H", "H", "H", "H", "H", "H", "C", "C", "C", "O", "C", "N", "H", "H", "H", "H", "H", "H", "H", "H", "H", "H", "H", "C", "C", "C", "O", "C", "N", "H", "H", "H", "H", "H", "H", "H", "H", "H", "H", "H"],
  "positions_angstrom": [[0.179403, 0.133786, 1.120109], [3.089918, -1.459562, 1.547222], [2.086640, -0.673450, 2.054144], [4.059353, -1.072912, 1.899867], [2.994327, -2.519115, 1.839907], [3.131562, -1.433848, 0.442600], [1.806644, 4.190041, 1.444355], [0.348885, 3.718408, 1.360308], [-0.536430, 4.544432, 1.595216], [0.144227, 2.483649, 1.088821], [2.357487, 3.889796, 0.550933], [2.307728, 3.752788, 2.309229], [1.868392, 5.274842, 1.514918], [-4.284836, 0.647247, -1.085827], [-2.958544, -0.092044, -0.832055], [-2.349421, -0.450551, -2.146303], [-1.152813, -1.169428, -1.976385], [-0.654986, -1.642047, -3.202799], [-2.043848, 0.655139, 0.092147], [-4.758414, 0.921831, -0.144730], [-4.961833, 0.035288, -1.687837], [-4.116284, 1.585090, -1.627803], [-3.243381, -1.010584, -0.302411], [-2.149617, 0.471630, -2.723589], [-3.073035, -1.043939, -2.723823], [-1.344635, -2.367788, -3.653988], [0.300770, -2.126364, -3.009978], [-0.489651, -0.823264, -3.916860], [-2.619958, 0.764319, 0.927373], [-1.914627, 1.619976, -0.227365], [-1.979816, -0.998868, 4.964156], [-1.023830, -0.980211, 3.769860], [-1.620033, -1.856947, 2.676643], [-0.693033, -2.010421, 1.611850], [-0.929888, -3.135436, 0.873909], [-0.776163, 0.403259, 3.277248], [-1.605525, -0.342726, 5.749796], [-2.083563, -2.009166, 5.374386], [-2.982203, -0.666940, 4.683253], [-0.050989, -1.379017, 4.052722], [-2.538901, -1.401561, 2.281050], [-1.826401, -2.831166, 3.131185], [-0.826212, -4.031346, 1.497943], [-0.195767, -3.167323, 0.072519], [-1.926497, -3.120215, 0.416901], [-0.305174, 0.913060, 4.022262], [-1.657404, 0.904840, 3.161751], [3.165993, 1.528402, -0.894711], [1.869012, 1.191693, -1.618517], [2.043797, 0.905244, -3.064101], [2.858918, -0.237697, -3.220674], [2.986678, -0.623680, -4.575307], [1.231493, 0.039946, -0.913182], [3.892379, 0.709214, -0.982118], [2.949357, 1.646773, 0.166762], [3.637258, 2.441486, -1.254792], [1.214141, 2.067931, -1.531546], [2.426102, 1.769260, -3.624931], [1.041490, 0.688183, -3.499881], [2.005748, -0.866822, -5.011070], [3.647597, -1.484980, -4.612526], [3.433529, 0.176799, -5.184207], [0.577180, -0.442845, -1.532830], [2.017705, -0.602087, -0.789195]],
  "forces_ev_per_a": [[1.270, 0.591, -0.430], [-0.098, -0.174, -0.239], [-0.624, 0.523, 0.320], [-0.017, -0.080, -0.100], [0.028, 0.078, -0.050], [0.138, -0.025, 0.130], [0.098, 0.047, -0.314], [-0.291, -0.261, 0.290], [-0.126, 0.170, -0.042], [0.283, 0.417, -0.237], [0.007, -0.135, 0.048], [-0.050, -0.108, -0.009], [-0.155, -0.021, 0.105], [0.383, 0.267, -0.220], [-0.571, 0.375, 1.002], [0.268, 0.362, -0.418], [-0.091, -0.236, 0.008], [-0.007, -0.224, -0.335], [-1.074, -0.243, -0.509], [-0.108, -0.156, 0.032], [-0.048, 0.033, 0.163], [0.060, -0.102, 0.010], [0.342, -0.067, -0.076], [-0.005, -0.125, 0.043], [0.065, 0.008, 0.033], [0.076, 0.058, 0.006], [0.024, -0.047, -0.004], [-0.085, -0.059, 0.052], [0.371, 0.167, 0.067], [0.275, -0.175, 0.055], [0.168, -0.229, 0.096], [-0.626, 0.615, 0.011], [0.709, 0.305, 0.044], [-0.249, 0.667, 1.387], [-0.160, -1.134, -0.936], [-0.312, -0.701, 0.417], [-0.064, -0.020, 0.052], [0.076, 0.116, 0.015], [0.041, 0.108, -0.068], [0.058, -0.093, -0.065], [-0.143, -0.166, 0.117], [-0.201, -0.042, -0.170], [-0.060, -0.109, -0.111], [0.043, -0.065, -0.060], [-0.062, -0.098, -0.020], [0.295, 0.043, -0.399], [0.098, -0.107, -0.119], [0.151, -0.416, 0.295], [-0.287, 0.680, 1.239], [-0.640, -0.516, -1.034], [0.147, 0.015, -0.335], [-0.011, 0.296, 0.033], [0.897, -0.155, -0.483], [-0.118, 0.126, -0.131], [-0.049, 0.103, 0.021], [-0.103, 0.022, -0.131], [-0.096, -0.200, 0.085], [0.234, -0.039, 0.166], [0.316, 0.110, 0.064], [0.127, -0.071, 0.057], [-0.076, -0.103, 0.010], [-0.063, -0.049, 0.134], [0.028, 0.347, 0.353], [-0.408, -0.099, 0.087]]
}

---

No. 2
{
  "formula": "C4H13N2S2",
  "method": "ωB97M-V/def2-TZVPD",
  "orbital_gap_ha": 0.282,
  "e_above_lowest_kcal_mol": 51.22,
  "multiplicity": 1,
  "total_charge": 1,
  "e_homo_ev": -12.323,
  "symbols": ["C", "C", "C", "C", "N", "N", "S", "S", "H", "H", "H", "H", "H", "H", "H", "H", "H", "H", "H", "H", "H"],
  "positions_angstrom": [[-1.762605, 0.074597, 1.906887], [1.834206, 1.598879, -2.478626], [-0.583258, -0.924021, 0.022925], [-0.507588, -0.461184, 1.441042], [-1.785348, -1.377196, -0.442911], [0.612873, -0.281307, 2.144571], [1.223285, 2.176818, -0.886171], [1.023019, -1.756537, -0.450775], [-2.410941, -0.736212, 2.040931], [-2.189445, 0.654842, 1.102824], [-1.606334, 0.721608, 2.741922], [1.274830, 2.320949, -3.233927], [2.973552, 1.673331, -2.596047], [-0.400615, 0.133893, -0.493714], [-1.949118, -1.422578, -1.436292], [-2.155540, -2.171192, -0.032030], [0.711298, 0.345204, 3.037898], [1.503196, 0.598821, -2.482285], [1.502703, -0.686243, 1.966810], [1.802539, 1.229913, -0.104518], [0.889291, -1.712384, -1.768514]],
  "forces_ev_per_a": [[0.653, 1.465, -0.018], [0.640, 2.487, -1.077], [3.273, 2.113, -1.410], [1.896, 0.910, 0.104], [-1.196, 0.635, -0.637], [-1.599, 1.296, 1.392], [0.112, 0.194, 0.883], [0.061, -0.593, 0.768], [-1.250, -1.100, 0.687], [-0.251, 0.160, -0.313], [-0.314, 0.088, 0.880], [1.314, -1.896, 1.307], [-1.830, 0.018, 0.173], [-0.185, -1.386, 1.150], [0.367, 0.362, -0.041], [-0.656, -1.901, 0.993], [-1.141, -1.612, -2.180], [-0.215, -1.124, -0.988], [0.592, -0.589, -1.040], [-0.018, 0.293, -0.306], [-0.253, 0.179, -0.328]]
}